1.
{
  "formula": "C4H8N2",
  "method": "ωB97M-V with the def2-TZVPD basis set",
  "species": ["C", "C", "C", "C", "N", "N", "H", "H", "H", "H", "H", "H", "H", "H"],
  "positions_angstrom": [[1.163, 1.243, 0.589], [-0.484, -1.084, 0.905], [-0.726, 0.123, 0.036], [-1.526, -0.019, -1.195], [-0.070, 1.292, 0.148], [-0.505, -0.335, -1.843], [1.070, -0.053, -1.523], [-2.584, 0.027, -1.433], [1.667, 2.199, 0.690], [1.501, 0.502, 1.315], [1.745, 0.292, -1.064], [0.484, -1.542, 0.680], [-0.490, -0.799, 1.958], [-1.244, -1.846, 0.739]],
  "relative_energy_kj_mol": 531.3,
  "lumo_energy_ha": [-0.004, -0.004],
  "multiplicity": 1,
  "max_force_ev_per_a": 2.6
}

2.
{
  "formula": "C18H29HgO13P",
  "method": "ωB97M-V with the def2-TZVPD basis set",
  "species": ["Hg", "C", "C", "O", "H", "H", "H", "H", "H", "P", "O", "O", "O", "O", "O", "C", "O", "C", "C", "C", "H", "H", "H", "H", "H", "H", "O", "C", "O", "C", "C", "C", "H", "H", "H", "H", "H", "H", "O", "C", "O", "C", "C", "C", "H", "H", "H", "H", "H", "H", "O", "C", "O", "C", "C", "C", "H", "H", "H", "H", "H", "H"],
  "positions_angstrom": [[13.807, 13.950, 8.002], [16.527, 10.732, 13.055], [15.189, 11.003, 12.493], [15.014, 11.609, 11.173], [16.440, 10.090, 13.931], [16.946, 11.625, 13.519], [17.222, 10.360, 12.302], [14.723, 11.606, 13.272], [14.869, 9.966, 12.386], [11.892, 12.856, 5.189], [11.168, 12.449, 3.840], [13.323, 12.861, 4.861], [12.225, 11.633, 6.015], [11.478, 13.991, 6.057], [14.742, 18.466, 8.607], [15.106, 19.590, 9.072], [16.339, 19.839, 9.506], [16.562, 21.182, 10.108], [15.196, 21.691, 10.258], [14.357, 20.869, 9.245], [17.141, 21.833, 9.452], [17.058, 21.119, 11.076], [15.182, 22.777, 10.169], [14.705, 21.449, 11.201], [14.219, 21.359, 8.281], [13.359, 20.602, 9.592], [16.283, 8.454, 5.040], [17.170, 8.594, 5.906], [18.443, 7.891, 5.889], [19.363, 8.082, 6.963], [18.638, 9.159, 7.751], [17.217, 9.413, 7.176], [20.310, 8.550, 6.695], [19.486, 7.165, 7.539], [19.265, 10.045, 7.647], [18.634, 8.839, 8.793], [17.024, 10.456, 6.923], [16.356, 9.018, 7.715], [11.041, 15.686, 10.950], [9.923, 16.081, 10.898], [9.350, 16.919, 11.743], [7.932, 17.116, 11.541], [7.441, 16.045, 10.653], [8.791, 15.702, 9.910], [7.670, 18.121, 11.210], [7.419, 17.146, 12.502], [6.652, 16.403, 9.991], [7.061, 15.250, 11.294], [8.992, 16.395, 9.093], [8.767, 14.653, 9.616], [18.026, 15.080, 8.439], [18.959, 15.158, 9.273], [20.161, 15.355, 8.876], [21.012, 15.744, 9.946], [20.023, 16.116, 11.031], [18.991, 15.101, 10.776], [21.539, 16.660, 9.677], [21.697, 14.952, 10.247], [19.759, 17.173, 10.988], [20.563, 15.986, 11.969], [17.994, 15.422, 11.078], [19.232, 14.059, 10.990]],
  "relative_energy_kj_mol": 0.0,
  "lumo_energy_ha": 0.111,
  "total_charge": -2,
  "multiplicity": 1,
  "max_force_ev_per_a": 7.6
}